(1)
99
Properties=species:S:1:pos:R:3:forces:R:3 method="wB97M-V/def2-TZVPD" e_homo_ev=-2.3587 total_charge=-2 relative_energy_kcal_mol=123.4 homo_lumo_gap_ev=5.6 spin_multiplicity=1
N 0.007438 5.863286 -0.254387 1.260 3.566 -3.553
S -1.239842 6.077616 0.546683 -5.122 -4.609 8.839
O -2.531692 5.979136 -0.100327 0.782 1.199 0.029
O -1.114082 6.827556 1.798213 -0.388 0.381 -2.100
F -1.179782 4.616046 1.209803 -0.024 -0.713 -0.009
S -0.336062 7.299466 -1.066227 5.219 3.013 -2.234
O -0.212142 8.567626 -0.329467 -0.629 -2.456 -0.791
O -1.249462 7.221996 -2.135617 -1.262 -0.150 -0.581
F 1.050948 7.296736 -1.898447 0.102 -0.077 0.339
N -0.137482 -1.528044 2.614963 0.546 0.673 -0.135
O 0.436448 -0.999214 1.670033 0.839 0.669 -1.257
O 0.079928 -1.137974 3.759993 0.269 0.457 1.762
O -0.924472 -2.436764 2.414383 -1.704 -1.999 -0.290
C 0.342528 4.053316 -8.194937 -0.599 1.018 -0.148
C 0.532658 3.712766 -6.741217 0.688 -0.885 0.000
C -0.775472 3.221176 -6.122597 1.850 -0.133 0.436
O -0.509432 2.445226 -4.920817 -2.194 1.093 -1.848
C -1.797962 1.925276 -4.603537 0.289 -0.134 2.310
N 1.521968 2.629546 -6.662167 0.024 -0.399 -0.020
H 0.063368 3.196976 -8.808817 0.225 -0.222 0.089
H 1.268128 4.509376 -8.546167 -0.098 -0.038 -0.351
H -0.473092 4.767186 -8.310067 -0.022 0.332 -0.170
H 0.947208 4.576566 -6.221517 -0.217 0.007 0.238
H -1.255342 2.579696 -6.861727 -0.249 -0.246 -0.118
H -1.399482 4.101516 -5.968587 -0.320 -0.100 0.455
H -1.718982 1.542036 -3.586187 0.313 -0.842 -0.186
H -2.193062 1.183116 -5.297217 0.256 -0.077 -0.176
H -2.568092 2.662206 -4.375637 -0.012 0.729 -0.832
H 1.156948 1.931066 -7.293827 -0.241 -0.747 0.181
H 2.374518 2.860176 -7.152127 0.334 0.648 0.150
C 5.982898 -4.376814 2.042243 -1.049 -1.599 1.082
C 6.860758 -4.301024 0.836613 2.367 0.151 0.397
C 7.474068 -5.579844 0.088123 -1.804 1.306 1.312
O 8.259058 -6.368254 0.965613 -0.300 0.411 -0.449
C 8.881778 -7.399434 0.240293 -0.420 0.036 -0.290
N 6.241668 -3.364504 -0.050947 0.164 -0.405 -1.507
H 4.967928 -4.707324 1.821533 -0.174 -0.030 -0.473
H 5.825428 -3.427844 2.554853 0.457 0.170 -0.357
H 6.293788 -5.104284 2.792083 0.460 0.002 0.026
H 7.765118 -3.794084 1.173123 0.283 0.109 0.212
H 8.012478 -5.272464 -0.808407 0.611 0.443 0.144
H 6.596478 -6.059124 -0.345727 -0.185 -1.072 0.213
H 9.347518 -8.104874 0.928423 -0.133 0.048 -0.076
H 9.612758 -7.021954 -0.474747 0.409 0.244 0.093
H 8.116008 -7.855054 -0.387487 -0.028 -0.689 0.077
H 6.904688 -3.282704 -0.808457 0.224 0.766 -0.421
H 5.502948 -3.866264 -0.522797 -0.873 0.118 0.027
C 6.118168 2.123146 5.435093 0.903 0.494 0.105
C 6.256168 2.672576 4.008363 0.662 -0.983 0.586
C 7.527228 1.998156 3.374233 -1.820 0.506 -0.737
O 7.629788 2.361416 1.991583 3.027 -0.085 0.458
C 8.982328 1.956786 1.583813 -0.935 -0.006 -0.709
N 4.996538 2.410396 3.332653 -0.165 -0.149 0.209
H 7.043558 2.304306 5.981833 0.075 -0.105 0.337
H 5.944318 1.047736 5.398013 -0.043 -0.046 0.031
H 5.305398 2.602176 5.981023 -0.047 -0.011 -0.088
H 6.348148 3.758346 4.035263 0.620 0.019 -0.089
H 7.490758 0.909296 3.340113 -0.495 -0.325 0.606
H 8.406828 2.243056 3.969563 0.212 0.469 -0.077
H 9.849628 2.437946 2.035883 -0.420 0.814 0.608
H 9.101308 2.116446 0.512153 -0.391 0.026 -0.009
H 9.188368 0.904356 1.778883 -0.517 -0.380 0.014
H 4.640958 1.608276 3.832923 -0.214 -1.037 -0.700
H 4.375758 3.064316 3.787743 -0.452 0.792 -0.582
C -10.554972 0.814406 -1.531237 -0.133 0.984 -0.766
C -9.872862 -0.487734 -1.739767 0.685 0.407 1.144
C -9.678162 -1.105594 -0.365317 0.992 -1.179 0.992
O -9.001382 -0.383614 0.680963 -1.103 0.110 -0.113
C -7.666542 0.003806 0.435353 -0.614 0.872 -0.605
N -10.643022 -1.355314 -2.612667 -0.138 -0.302 0.287
H -11.567152 0.710596 -1.140327 -0.002 -0.091 -0.086
H -10.561662 1.257096 -2.527277 -0.485 0.609 0.073
H -9.978662 1.461066 -0.869587 -0.023 -0.017 -0.015
H -8.908662 -0.274854 -2.201407 0.369 -0.020 0.143
H -9.119052 -2.038134 -0.441877 -0.010 -0.488 -0.365
H -10.649112 -1.357764 0.061043 -0.115 0.116 -0.063
H -6.927352 -0.779914 0.601153 -0.073 -0.178 -0.311
H -7.429702 0.851696 1.078083 -0.080 -0.214 0.304
H -7.691632 0.438056 -0.564097 0.934 -0.255 -0.268
H -10.501522 -1.022224 -3.555597 -0.170 -0.027 -0.224
H -10.220232 -2.271934 -2.578757 -0.017 -0.324 -0.119
C -3.650542 -6.325414 -3.709507 0.900 0.227 0.952
C -3.491122 -5.619724 -2.324267 0.120 -0.325 -0.774
O -2.335102 -4.794554 -2.309187 -0.284 0.109 -0.622
H -3.813782 -5.660354 -4.557527 -0.209 0.347 0.324
H -4.452652 -7.062604 -3.673797 0.025 -0.005 0.031
H -2.698892 -6.811634 -3.924127 -0.057 -0.313 -0.015
H -3.325662 -6.327314 -1.511837 -0.536 -0.538 -0.182
H -4.415032 -5.073404 -2.134447 -0.002 0.326 0.235
H -2.098712 -4.629804 -1.393457 0.063 0.211 0.074
C -4.992082 0.272416 8.827513 0.146 0.482 0.104
C -4.142552 1.006776 7.796933 -0.575 -0.114 -1.096
O -2.761132 1.040066 8.022813 0.367 -0.119 0.499
H -4.742942 0.582516 9.842333 0.147 0.176 0.017
H -4.912142 -0.814584 8.814793 -0.003 0.025 -0.301
H -6.016072 0.600706 8.649233 -0.216 -0.368 0.041
H -4.526932 2.012376 7.626313 0.166 0.376 0.663
H -4.276102 0.605376 6.792373 -0.391 -0.540 -0.025
H -2.393642 0.361966 7.451233 0.395 0.079 0.067

---

(2)
99
Properties=species:S:1:pos:R:3:forces:R:3 method="wB97M-V/def2-TZVPD" e_homo_ev=-6.7788 total_charge=-1 relative_energy_kcal_mol=0.0 homo_lumo_gap_ev=9.2 spin_multiplicity=1
B 0.770049 0.231444 -1.086225 -0.445 0.183 -0.009
F 1.885431 0.946445 -1.479788 -0.050 0.168 0.130
F 0.919176 -0.263494 0.240922 0.235 -0.036 -0.235
F -0.397409 1.040129 -1.063607 0.424 0.057 0.032
F 0.547314 -0.844225 -1.959736 0.035 -0.245 0.187
C -4.779380 3.685970 3.726217 -0.699 0.175 -0.653
O -3.911250 4.646418 3.166432 0.003 -0.490 0.368
C -2.550922 4.209775 3.103171 -0.397 1.550 -0.374
C -2.244289 3.188506 2.050714 1.214 -0.579 -0.032
N -2.304821 1.802852 2.603408 -0.353 0.231 -0.835
C -2.610587 0.818019 1.555911 -0.315 -0.314 0.024
C -4.111988 0.577485 1.448230 -0.148 1.291 0.285
O -4.436821 -0.295376 0.402092 -0.037 -0.233 -0.152
C -4.337254 -1.664449 0.758483 -0.164 0.544 0.403
H -5.001607 2.879196 3.016275 0.534 -0.286 0.308
H -5.766610 4.144448 3.846942 0.259 0.311 0.345
H -4.390781 3.332500 4.681882 -0.108 -0.292 -0.005
H -2.169949 3.893546 4.081269 -0.221 -0.170 0.058
H -2.073905 5.166179 2.867352 0.411 -0.261 -0.096
H -1.211368 3.336647 1.708001 0.026 0.310 0.192
H -2.761016 3.356060 1.103243 -0.717 -0.284 0.351
H -1.353623 1.632406 2.892812 -0.071 -0.164 0.187
H -2.147615 -0.148487 1.778883 0.282 0.181 0.072
H -2.270693 1.149268 0.569125 0.177 -0.156 0.008
H -4.583377 1.545483 1.226178 0.026 -0.150 -0.283
H -4.555696 0.323477 2.423795 0.195 -0.551 -0.105
H -4.454856 -2.238488 -0.155393 0.013 -0.149 0.025
H -5.137559 -1.884153 1.476937 0.012 -0.293 -0.099
H -3.380994 -1.883881 1.243408 0.058 -0.138 -0.177
C 4.103940 -4.486031 0.396359 0.764 0.190 -0.176
C 2.851333 -3.639777 0.195649 0.323 0.504 -0.486
O 3.080979 -2.337040 0.688197 -0.094 -0.351 -0.013
O 4.882708 -4.037838 1.503187 -0.361 -0.427 0.046
H 4.730666 -4.394888 -0.500666 -0.115 0.019 -0.046
H 3.854683 -5.550437 0.494589 -0.188 0.046 0.053
H 1.963935 -4.119948 0.614382 0.030 0.127 0.303
H 2.720714 -3.558965 -0.893760 -0.296 -0.362 0.023
H 2.404501 -1.758179 0.320338 -0.059 0.081 0.214
H 5.778672 -4.338400 1.335043 0.025 0.113 0.133
C 0.428287 -0.024390 3.950859 0.093 -0.793 -0.130
C 1.391556 1.154798 4.024560 0.052 -0.989 0.950
O 2.649367 0.747037 4.613786 -0.237 0.291 -0.352
O 0.753632 -0.950096 2.938615 -0.166 -0.004 0.103
H -0.619977 0.289427 3.901257 0.043 0.197 -0.103
H 0.496121 -0.620520 4.867084 0.127 0.307 0.175
H 0.971109 1.885015 4.722131 -0.212 0.478 -0.610
H 1.592298 1.500911 3.011889 -0.040 0.404 0.094
H 2.594004 0.981755 5.542559 0.175 -0.112 0.011
H 0.439199 -0.674379 2.067685 0.154 0.108 0.096
C -3.407018 0.824380 -3.124767 -0.337 -0.092 -0.094
C -3.074336 -0.323979 -4.062646 1.576 -0.258 0.481
O -2.412344 0.099779 -5.259180 -0.607 -0.146 0.227
O -2.312786 1.657580 -2.833453 0.037 0.248 -0.317
H -3.807725 0.403566 -2.191667 -0.245 -0.020 -0.132
H -4.166480 1.454587 -3.597641 0.015 0.070 0.154
H -3.917887 -0.988060 -4.259019 -0.249 0.303 -0.214
H -2.326968 -0.941862 -3.538885 -0.318 -0.144 0.136
H -1.491941 -0.120353 -5.079552 0.173 0.045 -0.362
H -1.653969 1.206798 -2.287554 -0.119 -0.033 0.014
C 1.407014 5.723916 -1.321626 -0.512 0.137 -0.061
C 0.949403 4.291009 -1.282337 -0.018 -0.328 -0.202
O 0.495117 3.874121 -0.001851 0.216 0.338 0.133
O 2.426142 6.004101 -0.381791 0.141 0.264 -0.180
H 0.566991 6.422199 -1.214522 -0.029 -0.080 0.222
H 1.773157 5.885970 -2.339908 0.322 0.088 0.172
H 1.804803 3.675039 -1.570202 -0.122 -0.106 -0.148
H 0.134014 4.172200 -2.005752 0.152 -0.115 -0.137
H 0.733675 2.944151 0.054240 -0.200 -0.115 0.093
H 1.994946 6.138810 0.465970 0.040 -0.190 0.059
C 5.572637 0.484840 0.337069 -0.815 -0.245 -0.280
C 4.232620 0.690735 1.044332 -0.019 1.165 -0.119
O 4.138663 0.048569 2.291076 0.132 0.134 -0.204
O 6.013830 -0.850806 0.498079 0.193 -0.037 0.084
H 6.316554 1.208042 0.687215 0.085 -0.079 0.047
H 5.331616 0.656922 -0.721602 0.355 0.306 0.018
H 3.401003 0.499742 0.359433 0.078 -0.825 0.222
H 4.123590 1.783098 1.180874 0.254 -0.063 -0.010
H 3.866571 0.712065 2.930663 -0.044 -0.324 0.292
H 6.722066 -0.997388 -0.133005 0.021 -0.022 -0.014
C 0.123233 -2.872871 -4.413723 -0.352 -0.107 1.161
C 1.397802 -3.489927 -4.890980 0.445 0.659 -1.345
O 2.464917 -2.981551 -4.102757 -0.012 -0.332 0.305
O 0.134124 -1.481434 -4.646077 -0.303 0.270 -0.704
H -0.047262 -3.033470 -3.342193 0.169 -0.186 -0.049
H -0.732857 -3.328980 -4.911033 -0.001 0.246 -0.271
H 1.498693 -3.082754 -5.912715 0.123 -0.214 0.022
H 1.405396 -4.577914 -5.007909 -0.177 -0.072 0.553
H 3.298804 -3.255887 -4.492116 0.007 0.049 0.004
H 0.810683 -1.070903 -4.096274 -0.044 -0.170 0.281
C -0.487734 -3.912809 -0.409806 -0.639 0.077 -0.802
C -1.903869 -4.180761 -0.916518 0.194 0.147 0.809
O -2.348706 -3.164198 -1.785256 -0.062 -0.137 -0.287
O -0.494730 -2.675059 0.258583 -0.097 0.099 0.445
H 0.191298 -3.870835 -1.265892 0.140 -0.206 0.108
H -0.218003 -4.728635 0.265397 0.233 0.129 0.092
H -2.544911 -4.203749 -0.021520 -0.061 -0.171 -0.090
H -1.959720 -5.154630 -1.404493 -0.076 0.120 -0.247
H -2.221348 -2.331152 -1.312856 0.069 0.022 -0.030
H -0.044098 -1.994009 -0.254527 0.095 -0.139 -0.036